{"formula": "C48H74ClFINO8", "method": "the ωB97M-V functional and the def2-TZVPD basis", "symbols": ["C", "C", "C", "C", "C", "C", "C", "C", "C", "Cl", "C", "O", "O", "C", "C", "C", "C", "F", "C", "C", "O", "C", "C", "C", "C", "C", "C", "C", "I", "C", "C", "C", "N", "C", "C", "H", "H", "H", "H", "H", "H", "H", "H", "H", "H", "H", "H", "H", "H", "H", "H", "H", "H", "H", "H", "H", "H", "H", "H", "H", "H", "H", "H", "H", "H", "H", "H", "H", "H", "C", "C", "C", "O", "C", "H", "H", "H", "H", "H", "H", "H", "H", "C", "C", "C", "O", "C", "H", "H", "H", "H", "H", "H", "H", "H", "C", "C", "C", "O", "C", "H", "H", "H", "H", "H", "H", "H", "H", "C", "C", "C", "O", "C", "H", "H", "H", "H", "H", "H", "H", "H", "C", "C", "C", "O", "C", "H", "H", "H", "H", "H", "H", "H", "H"], "xyz": [[4.20543, -2.26497, 0.95990], [4.27512, -1.31241, -0.25595], [3.60852, 0.07226, 0.02307], [2.63766, 0.47612, -1.14555], [1.20880, 0.31034, -0.60996], [0.07858, 0.41998, -1.70348], [0.19665, 1.73455, -2.48941], [-0.21630, 2.99294, -1.71772], [0.79058, 3.48951, -0.64696], [-0.34578, 4.32218, -2.97969], [0.44954, -0.82906, -2.56456], [1.14231, -0.87236, -3.54629], [-0.20342, -1.93684, -2.01054], [-1.56819, -1.49826, -1.91162], [-2.56998, -2.39313, -1.13919], [-1.95459, -3.68669, -0.52349], [-2.54205, -3.98973, 0.86582], [-3.87697, -4.36601, 0.67432], [-2.04679, -1.51315, -3.40577], [-1.55339, -2.71039, -4.24386], [-1.27840, -2.50780, -5.41363], [-1.44215, -4.13556, -3.73785], [-0.22597, -4.59340, -3.29813], [-0.00311, -5.87757, -2.83385], [-1.06667, -6.74966, -2.80745], [-2.30870, -6.27885, -3.26472], [-2.51991, -5.02066, -3.73590], [-1.36539, -0.06872, -1.26964], [-3.11825, 1.02600, -1.99781], [-1.40928, 0.05140, 0.25273], [-1.82081, 1.19377, 0.92486], [-1.89038, 1.30567, 2.29637], [-1.52133, 0.30520, 3.09205], [-1.09646, -0.76443, 2.45488], [-1.02069, -0.99095, 1.10046], [4.91441, -3.08420, 0.76880], [3.22763, -2.74946, 1.06892], [4.50279, -1.78424, 1.89721], [5.33650, -1.19545, -0.50628], [3.79068, -1.83748, -1.08924], [3.02865, -0.06791, 0.94298], [4.41201, 0.79978, 0.16153], [2.88891, -0.18665, -1.97571], [2.89903, 1.49461, -1.44865], [1.14840, -0.72052, -0.23185], [1.04858, 0.98080, 0.23886], [1.19014, 1.90230, -2.91569], [-0.47066, 1.64975, -3.35984], [-1.19949, 2.95312, -1.25826], [1.05864, 4.54031, -0.77097], [1.69788, 2.89138, -0.55739], [0.28293, 3.42672, 0.32852], [-3.05075, -1.86963, -0.30369], [-3.39875, -2.73440, -1.76424], [-0.86909, -3.61693, -0.37389], [-2.14238, -4.58458, -1.11728], [-1.97550, -4.83614, 1.27133], [-2.54111, -3.11895, 1.52708], [-1.73049, -0.62177, -3.96330], [-3.13957, -1.51540, -3.49471], [0.60778, -3.89476, -3.32463], [0.99235, -6.17718, -2.52022], [-0.89147, -7.75979, -2.45092], [-3.13731, -6.98440, -3.22425], [-3.48649, -4.68202, -4.09909], [-2.10966, 2.06704, 0.34531], [-2.24885, 2.22091, 2.76416], [-0.74985, -1.59916, 3.09557], [-0.64256, -1.92679, 0.70986], [0.25744, 6.75992, 2.59185], [-0.53434, 7.77656, 1.78058], [-1.31147, 6.87838, 0.83659], [-1.54322, 5.64375, 1.52563], [-0.73441, 5.61206, 2.70996], [0.59323, 7.13273, 3.55861], [1.13603, 6.43746, 2.02617], [-1.22326, 8.31927, 2.43370], [0.08636, 8.50496, 1.26023], [-0.73116, 6.65439, -0.06539], [-2.26719, 7.31072, 0.53730], [-1.39382, 5.74383, 3.57478], [-0.24507, 4.63900, 2.79205], [0.84954, -4.74876, 6.70534], [-0.20361, -5.37690, 5.80451], [-0.64167, -4.18850, 4.96451], [0.49669, -3.32329, 4.84325], [1.50642, -3.74931, 5.76722], [1.55511, -5.46555, 7.12320], [0.36580, -4.22379, 7.53280], [0.25608, -6.13701, 5.16782], [-1.02660, -5.84044, 6.34669], [-1.44095, -3.62553, 5.45822], [-0.98481, -4.47984, 3.97003], [2.31462, -4.21622, 5.19407], [1.90877, -2.88133, 6.29076], [-1.07026, 1.21329, 6.21989], [-1.38708, 1.55819, 7.66912], [-0.24424, 2.49859, 8.02224], [0.11924, 3.17293, 6.81319], [-0.51371, 2.52810, 5.70124], [-1.92814, 0.86373, 5.65212], [-0.29936, 0.43932, 6.18230], [-2.34051, 2.09023, 7.72448], [-1.44328, 0.69114, 8.32657], [0.63120, 1.94426, 8.37837], [-0.52053, 3.23348, 8.77996], [-1.31559, 3.18360, 5.34023], [0.21106, 2.39169, 4.89736], [3.62330, 9.82966, -1.75969], [2.76010, 11.06189, -1.99214], [1.37933, 10.55101, -1.61056], [1.57557, 9.55310, -0.60219], [2.96550, 9.21627, -0.53351], [4.67843, 10.05336, -1.60792], [3.53759, 9.14974, -2.61088], [3.06462, 11.86234, -1.31325], [2.80446, 11.44499, -3.01072], [0.88027, 10.07854, -2.46311], [0.73150, 11.33789, -1.22223], [3.37262, 9.64189, 0.39017], [3.07598, 8.13156, -0.49374], [-1.15085, -7.22091, -8.57707], [-0.62279, -6.49195, -7.34913], [-0.76374, -7.55371, -6.26692], [-0.59904, -8.81832, -6.92404], [-0.64702, -8.63397, -8.34023], [-0.80651, -6.80044, -9.52122], [-2.24389, -7.20671, -8.57558], [0.43091, -6.23919, -7.49070], [-1.16392, -5.57532, -7.11606], [-1.75771, -7.53619, -5.80933], [-0.01920, -7.44086, -5.47861], [0.36746, -8.76342, -8.73386], [-1.29098, -9.39375, -8.78569]], "forces_ev_per_a": [[0.51, -0.39, -0.54], [-0.15, -0.18, 0.83], [-0.04, -1.06, -0.86], [0.98, 0.14, 1.11], [-0.35, -0.53, -0.46], [0.73, -0.97, -0.96], [-1.07, -0.07, -0.37], [1.13, 0.86, -0.08], [-0.59, -0.18, 0.67], [-0.18, -0.33, 0.21], [0.23, 0.79, -0.81], [-0.62, -0.41, 1.33], [0.66, 0.01, -0.20], [-0.95, 0.25, -0.55], [0.68, -1.34, 0.94], [-0.05, 0.22, 1.06], [0.19, -0.07, -1.20], [0.07, -0.06, 0.31], [0.08, 0.19, -0.17], [0.30, 0.01, -1.05], [-0.27, -0.05, 0.88], [-0.46, 0.34, 0.20], [1.42, 0.85, -0.03], [-0.02, 0.02, -0.12], [-0.15, 0.35, -0.09], [-0.35, -2.18, 0.64], [0.11, 1.26, -0.27], [-0.27, 0.95, 0.59], [0.05, 0.31, -0.07], [-0.51, -0.98, 0.55], [-0.27, 1.22, -1.06], [0.24, -0.24, 0.14], [-0.26, 0.56, -0.08], [0.90, -2.21, 1.28], [-0.10, 0.80, -0.92], [-0.14, 0.10, 0.24], [0.02, 0.38, 0.10], [-0.15, -0.01, -0.13], [-0.25, 0.11, -0.16], [0.11, 0.27, 0.00], [0.20, 0.48, 0.00], [-0.33, 0.10, 0.19], [-0.42, 0.23, -0.09], [-0.40, -0.10, -0.10], [0.07, 0.32, 0.20], [-0.10, -0.08, -0.17], [-0.03, -0.30, 0.29], [0.12, 0.07, 0.18], [0.03, -0.14, -0.35], [-0.04, -0.19, -0.18], [-0.09, 0.14, -0.32], [0.20, 0.03, -0.14], [0.24, 0.29, -0.32], [0.26, 0.34, -0.20], [-0.15, 0.06, -0.32], [0.10, 0.25, -0.15], [-0.36, 0.11, 0.30], [0.07, -0.21, 0.04], [0.15, -0.25, 0.10], [0.18, -0.01, 0.22], [-0.09, -0.15, 0.03], [-0.14, 0.04, -0.01], [-0.44, 0.04, -0.09], [0.03, 0.18, -0.12], [0.01, -0.23, 0.10], [-0.09, -0.15, 0.19], [0.07, -0.11, -0.11], [-0.23, 0.53, -0.18], [-0.01, 0.10, 0.19], [0.14, -0.08, -0.09], [-0.08, 0.16, 0.17], [0.05, -0.08, -0.33], [0.18, 0.02, 0.17], [-0.19, -0.01, 0.07], [-0.03, -0.03, 0.01], [0.00, 0.00, 0.03], [0.01, -0.02, 0.00], [-0.01, -0.05, -0.06], [-0.02, 0.12, -0.04], [-0.03, -0.10, -0.01], [0.08, -0.02, 0.06], [-0.07, -0.03, -0.04], [-0.09, 0.11, 0.17], [0.08, -0.16, -0.13], [-0.10, 0.25, 0.04], [-0.08, -0.24, 0.12], [0.16, 0.00, -0.19], [0.01, 0.01, -0.03], [0.03, -0.01, 0.00], [-0.03, 0.00, 0.01], [-0.01, 0.03, -0.01], [-0.07, -0.07, -0.02], [0.04, 0.07, -0.03], [0.05, 0.00, 0.07], [-0.04, 0.05, -0.07], [0.05, -0.16, 0.11], [-0.11, 0.14, 0.00], [0.17, -0.04, 0.01], [-0.10, -0.11, 0.01], [-0.11, 0.15, -0.01], [0.05, 0.00, -0.04], [-0.03, -0.01, -0.07], [0.01, -0.01, 0.03], [0.03, 0.01, 0.00], [-0.04, -0.03, 0.08], [0.05, 0.06, -0.05], [-0.01, -0.05, -0.07], [0.04, 0.05, 0.04], [0.00, -0.13, -0.16], [0.05, 0.16, 0.13], [-0.13, -0.13, -0.11], [0.13, 0.06, -0.08], [-0.01, 0.07, 0.20], [-0.02, 0.00, 0.03], [0.02, 0.00, 0.02], [-0.02, 0.01, -0.02], [-0.02, -0.03, 0.00], [0.00, 0.07, -0.04], [-0.02, -0.06, 0.06], [0.08, -0.04, -0.02], [-0.09, 0.00, 0.02], [-0.21, 0.04, -0.01], [0.09, 0.10, 0.04], [-0.12, -0.07, -0.17], [-0.02, 0.10, 0.06], [0.23, -0.07, 0.01], [0.02, -0.01, 0.02], [0.01, 0.00, -0.03], [-0.02, 0.02, 0.03], [0.02, 0.00, 0.02], [0.01, 0.10, 0.03], [0.01, -0.14, 0.00], [-0.04, 0.00, -0.10], [0.01, -0.05, 0.08]], "lowdin_charge": [-0.123, -0.250, -0.177, -0.173, -0.122, -0.265, -0.200, -0.675, -0.100, 0.581, -0.387, 0.183, 0.015, -0.424, -0.091, -0.148, -0.190, -0.058, -0.115, -0.297, 0.120, -0.164, -0.045, -0.076, -0.086, -0.105, -0.042, -0.478, 1.174, -0.253, -0.087, -0.109, 0.090, -0.133, -0.031, 0.067, 0.066, 0.071, 0.101, 0.099, 0.099, 0.107, 0.100, 0.100, 0.120, 0.121, 0.126, 0.089, 0.011, 0.057, 0.055, 0.071, 0.115, 0.121, 0.111, 0.096, 0.117, 0.102, 0.101, 0.098, 0.122, 0.112, 0.110, 0.112, 0.128, 0.052, 0.116, 0.115, 0.108, -0.165, -0.164, -0.200, -0.157, -0.211, 0.113, 0.111, 0.116, 0.097, 0.111, 0.118, 0.116, 0.104, -0.173, -0.172, -0.209, -0.158, -0.204, 0.113, 0.115, 0.115, 0.113, 0.120, 0.105, 0.117, 0.117, -0.187, -0.173, -0.210, -0.144, -0.218, 0.093, 0.114, 0.113, 0.110, 0.115, 0.114, 0.110, 0.111, -0.173, -0.173, -0.202, -0.157, -0.206, 0.112, 0.115, 0.114, 0.112, 0.118, 0.117, 0.118, 0.115, -0.174, -0.164, -0.202, -0.141, -0.212, 0.111, 0.114, 0.117, 0.110, 0.109, 0.108, 0.116, 0.115], "multiplicity": 1, "smiles": "CCCCC[C@@]1(C[C@@H](C)Cl)C(=O)O[C@](CCCF)(CC(=O)c2ccccc2)[C@@]1(I)c1ccncc1.C1CCOC1.C1CCOC1.C1CCOC1.C1CCOC1.C1CCOC1", "e_homo_ha": -0.33893, "e_tot_ha": -3387.69991, "lumo_energy_ev": -0.044, "orbital_gap_ha": 0.33731}